Formula: C60H157N7O15
Source: OMol25
Level of theory: the ωB97M-V functional and the def2-TZVPD basis

Output
Electronic energy ... -3891.73347 a.u.
Total charge ... 0
Gap between HOMO and LUMO ... 9.44 eV
HOMO ... -8.81 eV
Multiplicity ... 1

Geometry (Å):
1 C 23.276212 11.986128 13.879499
2 C 24.465962 12.406483 13.093379
3 C 25.804982 11.877077 13.717915
4 O 26.094699 12.669774 14.907666
5 C 27.080571 12.010061 15.685144
6 N 24.335860 11.825975 11.691099
7 H 22.431299 12.077135 13.169805
8 H 23.200085 12.620041 14.752815
9 H 23.303643 10.947840 14.240391
10 H 24.617546 13.501442 13.152487
11 H 26.680014 12.056512 13.067675
12 H 25.774026 10.823318 13.966597
13 H 28.056787 11.914483 15.149914
14 H 26.732276 10.973326 15.932284
15 H 27.159697 12.610026 16.596783
16 H 23.429435 12.063014 11.413765
17 H 24.940007 12.379892 11.055163
18 C 26.090620 14.029473 18.693678
19 C 25.065208 12.893867 18.740117
20 C 24.195894 13.040561 19.982210
21 O 24.784381 12.390457 21.096579
22 C 23.845405 12.270215 22.165108
23 N 24.239081 13.046515 17.549062
24 H 25.557889 15.003151 18.775583
25 H 26.715034 13.978095 17.812146
26 H 26.793457 14.024420 19.518815
27 H 25.688399 11.956228 18.850972
28 H 23.205170 12.512115 19.819877
29 H 23.970597 14.113192 20.301239
30 H 23.561587 13.266402 22.544155
31 H 24.349499 11.789986 22.966696
32 H 22.909348 11.654809 21.970317
33 H 24.792805 13.231732 16.725839
34 H 23.603860 12.264404 17.402224
35 C 15.785629 17.797567 18.351250
36 C 16.218901 19.177922 18.865490
37 C 15.829944 20.330566 17.865366
38 O 16.572456 20.315399 16.667636
39 C 16.257911 21.426438 15.859443
40 N 15.684320 19.349367 20.208613
41 H 14.664903 17.829273 18.260720
42 H 16.078524 17.056818 19.113283
43 H 16.197854 17.645212 17.377228
44 H 17.301241 19.229862 18.857417
45 H 16.139001 21.255607 18.385001
46 H 14.743616 20.385074 17.784524
47 H 16.659057 22.347514 16.247896
48 H 15.195460 21.519956 15.868364
49 H 16.545747 21.349478 14.823187
50 H 16.159563 20.110610 20.636996
51 H 14.732324 19.545536 20.223653
52 C 21.984900 11.534607 7.042114
53 C 22.216293 10.791966 8.301148
54 C 21.085509 10.892851 9.294340
55 O 21.050672 12.281802 9.674182
56 C 19.913457 12.790514 10.322728
57 N 22.238523 9.375160 7.899569
58 H 21.368459 10.950246 6.377727
59 H 22.955188 11.782233 6.576052
60 H 21.602439 12.565045 7.217045
61 H 23.114936 11.092422 8.847868
62 H 21.246989 10.241585 10.199236
63 H 20.104735 10.608031 8.899743
64 H 19.020786 12.620344 9.684543
65 H 20.176718 13.787576 10.541191
66 H 19.755392 12.139530 11.195162
67 H 22.706247 8.743663 8.585673
68 H 22.674923 9.265133 6.980667
69 C 15.607726 11.023742 17.072252
70 C 15.436014 12.084376 16.031823
71 C 16.672503 12.927382 16.118754
72 O 16.696304 13.714861 17.327172
73 C 17.781216 14.536646 17.571580
74 N 15.373205 11.373048 14.760922
75 H 16.282712 10.295638 16.633068
76 H 14.730911 10.430207 17.275329
77 H 16.030434 11.413274 18.014939
78 H 14.633631 12.804878 16.288259
79 H 16.641543 13.652721 15.204641
80 H 17.585389 12.389378 16.023436
81 H 17.946710 15.347093 16.884457
82 H 18.716671 13.936675 17.563098
83 H 17.783777 14.874383 18.614540
84 H 14.499324 10.832465 14.709561
85 H 15.236463 12.128364 14.040314
86 C 21.745460 18.754023 11.139420
87 C 21.311567 18.663664 12.612797
88 C 21.611513 19.954346 13.354178
89 O 22.898015 20.477551 13.154730
90 C 23.915581 19.987750 14.021828
91 N 19.850747 18.448442 12.851441
92 H 22.788269 19.032757 11.049160
93 H 21.142419 19.463470 10.571068
94 H 21.634362 17.825495 10.646758
95 H 21.753689 17.767952 13.056741
96 H 21.320293 19.750119 14.365421
97 H 20.943829 20.773330 12.979307
98 H 24.619117 20.762935 14.264610
99 H 24.459709 19.103951 13.667206
100 H 23.560279 19.702768 15.062328
101 H 19.577437 17.476673 12.862126
102 H 19.341047 18.867888 12.054335
103 C 19.265828 18.071787 17.990388
104 C 19.789421 17.881824 16.534163
105 C 20.548549 16.565867 16.406951
106 O 21.212903 16.655343 15.141951
107 C 21.532887 15.332709 14.769975
108 N 18.646894 17.890844 15.683224
109 H 18.863809 19.071663 18.270125
110 H 20.043942 17.781286 18.725789
111 H 18.481426 17.343319 18.149023
112 H 20.467693 18.670211 16.272578
113 H 19.841315 15.714623 16.445468
114 H 21.192434 16.469869 17.248018
115 H 21.942364 15.446605 13.755191
116 H 20.643266 14.673715 14.711705
117 H 22.295132 14.961415 15.418132
118 H 18.983707 18.144475 14.774944
119 H 18.015782 18.588983 16.044677
120 C 20.054335 11.553035 24.854270
121 C 20.003363 10.909140 23.502531
122 O 20.167470 12.033415 22.602706
123 C 20.231255 11.643993 21.276952
124 C 18.889783 11.368550 20.587686
125 H 20.988618 12.094059 24.826179
126 H 19.221673 12.230593 25.020032
127 H 20.045286 10.867727 25.727920
128 H 20.806101 10.155887 23.424528
129 H 19.019342 10.421876 23.328542
130 H 20.668906 12.496165 20.714576
131 H 20.858771 10.776722 21.105718
132 H 19.100449 10.966423 19.583081
133 H 18.349149 12.302560 20.424299
134 H 18.298953 10.667408 21.164924
135 C 21.151381 15.864305 23.043962
136 C 20.095372 15.617018 21.889691
137 O 19.003530 16.395082 22.272553
138 C 17.804824 16.489529 21.512212
139 C 16.556755 16.518424 22.349975
140 H 20.697547 15.687274 24.050156
141 H 22.016906 15.155078 22.911308
142 H 21.501044 16.874024 22.887265
143 H 20.458762 16.036497 20.919739
144 H 19.823109 14.553524 21.815779
145 H 17.896929 17.362193 20.867489
146 H 17.638022 15.663387 20.768900
147 H 16.551601 15.608356 23.008603
148 H 15.597406 16.532792 21.789013
149 H 16.591857 17.394436 23.015767
150 C 27.686675 19.097735 14.580015
151 C 27.011229 17.764422 14.524431
152 O 25.963374 17.848122 15.374290
153 C 25.258962 16.618277 15.489197
154 C 24.167880 16.817212 16.517681
155 H 27.113322 19.786593 13.979289
156 H 27.854915 19.482338 15.604174
157 H 28.634827 18.866132 14.071376
158 H 26.610458 17.483656 13.550298
159 H 27.757449 16.910182 14.797123
160 H 24.943540 16.197576 14.534653
161 H 26.031177 15.878842 15.842306
162 H 24.507584 17.433634 17.367956
163 H 23.753802 15.893290 16.934646
164 H 23.406810 17.439440 16.121756
165 C 20.075700 20.516620 22.465169
166 C 21.578729 20.538202 22.407558
167 O 22.001227 19.440538 21.588611
168 C 23.351616 19.579637 21.197347
169 C 23.732440 18.297178 20.446354
170 H 19.642685 19.561743 22.515304
171 H 19.804961 20.952685 23.458680
172 H 19.617691 21.066949 21.667233
173 H 22.027718 21.500767 22.192880
174 H 21.986322 20.257451 23.426804
175 H 23.684808 20.492839 20.688197
176 H 24.045679 19.492222 22.028513
177 H 23.036142 18.146181 19.528663
178 H 23.597836 17.357068 20.991859
179 H 24.752470 18.253707 20.079040
180 C 24.106248 9.042976 17.820222
181 C 22.997427 9.145958 16.820129
182 O 22.225554 10.224817 17.195005
183 C 21.142196 10.565887 16.386669
184 C 20.935261 12.033908 16.670844
185 H 24.714260 9.953941 17.889602
186 H 23.724596 8.823715 18.860434
187 H 24.778874 8.267261 17.510220
188 H 23.347604 9.266590 15.792433
189 H 22.482128 8.220727 16.933125
190 H 21.406377 10.412756 15.345912
191 H 20.288731 9.935085 16.539043
192 H 20.781195 12.119843 17.756208
193 H 20.036991 12.454196 16.232641
194 H 21.786427 12.625952 16.289569
195 C 21.112719 21.005990 18.318783
196 C 20.292284 21.697542 17.188949
197 O 21.250906 22.152600 16.315407
198 C 20.904955 23.213882 15.437570
199 C 22.215589 23.651696 14.823101
200 H 21.938957 21.642348 18.525647
201 H 20.494037 20.815618 19.220021
202 H 21.471176 20.096854 17.820569
203 H 19.565561 21.050976 16.716963
204 H 19.670030 22.514211 17.538231
205 H 20.186779 22.927940 14.644587
206 H 20.496593 24.050344 16.002547
207 H 22.796330 24.186103 15.616199
208 H 22.116293 24.361025 14.036118
209 H 22.820146 22.785407 14.505711
210 C 14.595097 17.043273 14.323966
211 C 14.960591 15.573375 14.582344
212 O 15.799848 15.066955 13.561755
213 C 17.124672 15.532649 13.600998
214 C 17.983221 14.594011 12.759875
215 H 13.953743 17.407617 15.085160
216 H 15.489200 17.665492 14.386710
217 H 14.101544 17.249718 13.393159
218 H 15.410949 15.573622 15.527006
219 H 14.017198 15.017121 14.598778
220 H 17.248374 16.536689 13.193059
221 H 17.483362 15.591379 14.673589
222 H 18.965430 14.937585 12.588238
223 H 17.482275 14.545053 11.769811
224 H 17.977710 13.584747 13.162331
225 C 24.893194 13.397600 7.815706
226 C 23.930896 14.307169 8.558269
227 O 24.469949 14.831510 9.751160
228 C 23.546034 15.598239 10.465824
229 C 24.314303 16.234883 11.623340
230 H 24.848216 12.412626 8.295393
231 H 24.699026 13.374242 6.758951
232 H 25.897727 13.827655 7.968769
233 H 23.641245 15.181223 7.899780
234 H 22.966668 13.882887 8.889158
235 H 23.003076 16.348358 9.910345
236 H 22.836482 14.853550 10.945512
237 H 24.913617 15.414135 12.041918
238 H 23.690818 16.644001 12.394486
239 H 24.996594 17.029536 11.272679

Cartesian forces (eV/Å) of the 2 atoms listed first:
-0.635 -0.259 -0.133
2.504 -1.063 -0.749